1.
Entry from OMol25: 2 unconnected molecules or ions with the total composition C7H7ClNO4P at a distorted geometry (the ωB97M-V functional and the def2-TZVPD basis).

Cartesian coordinates (Å):
C: 2.3112 0.5526 -0.7900
C: 1.1720 0.3225 -1.4871
C: 2.2940 0.7402 0.6316
C: -0.1583 0.3252 -0.7919
C: 1.0930 0.8297 1.2883
C: -0.1033 0.6012 0.6624
C: -2.2988 -0.0407 0.5442
N: -0.3512 -2.1807 0.2332
O: 0.5483 -2.6393 -0.4443
O: -0.4651 -2.1420 1.4173
O: -3.0380 -0.8395 1.4403
O: -1.3166 0.6461 1.2244
P: -1.4171 -1.1092 -0.8534
Cl: -3.3423 1.0443 -0.3697
H: 3.3214 0.5081 -1.2053
H: 1.1165 0.4378 -2.5607
H: 3.1666 0.6927 1.2527
H: -0.7709 1.1191 -1.2441
H: 1.0740 1.2134 2.2658
H: -2.4062 -1.4058 1.8468
H: -0.4293 1.3245 -3.0606

Summary:
* highest occupied orbital energy (alpha / beta): -0.2449 / -0.2377 hartree
* orbital gap (alpha / beta): 4.23 / 4.08 eV
* energy above the lowest of the compared OMol25 structures with the same formula, charge and spin: 134.05 kcal per mole

2.
Entry from OMol25: 17 unconnected molecules or ions with the total composition H32O20S at a distorted geometry (the ωB97M-V functional and the def2-TZVPD basis).

Cartesian coordinates (Å):
S: 7.4350 6.1550 5.3110
O: 7.2630 7.1010 6.4060
O: 6.5510 4.9900 5.3850
O: 7.0210 6.8120 4.1010
O: 8.8060 5.8240 5.1930
O: 8.1830 7.5030 1.9510
H: 9.0580 7.6440 2.2790
H: 7.6820 7.1820 2.7300
O: 7.5820 5.1960 0.9690
H: 7.9900 5.8970 1.4320
H: 7.2610 4.6690 1.7160
O: 4.1040 3.3410 7.3240
H: 4.0540 4.0190 6.6160
H: 4.8330 2.8790 6.8670
O: 7.1180 6.7700 8.9670
H: 7.8290 7.1930 9.4520
H: 7.2920 7.0020 8.0740
O: 5.5190 8.7300 7.4920
H: 6.1120 8.0190 7.1940
H: 5.7630 9.0000 8.3640
O: 9.7880 3.8210 6.4990
H: 9.5130 4.1350 7.3900
H: 9.4450 4.5320 5.9040
O: 10.1670 7.5690 7.8520
H: 10.5030 8.3360 8.3470
H: 9.5040 8.0520 7.3720
O: 5.7630 9.2070 4.3750
H: 6.2440 8.3860 4.3560
H: 6.3370 9.8670 4.8050
O: 6.6660 3.7690 3.0960
H: 6.4580 4.1620 3.9930
H: 7.4520 3.2190 3.2410
O: 11.0670 6.9630 4.9090
H: 11.5550 6.6080 5.6540
H: 10.1920 6.4970 4.9810
O: 4.8800 6.8590 2.7540
H: 5.7110 6.7620 3.3100
H: 5.2710 7.2080 1.9310
O: 6.3840 4.2220 8.5570
H: 6.4420 5.1900 8.7460
H: 5.5730 4.1300 8.0210
O: 8.6250 9.0740 6.5550
H: 8.0660 8.2930 6.4030
H: 8.2280 9.4150 7.3540
O: 9.8520 4.9410 2.8770
H: 9.4960 5.1930 3.7340
H: 10.2290 4.0870 2.9710
O: 6.0870 2.5950 5.9560
H: 6.8020 2.0880 5.5730
H: 6.3200 3.5040 5.7430
O: 4.0550 5.2120 5.2080
H: 5.0280 5.1730 5.3330
H: 3.9970 5.7070 4.4010

Summary:
* highest occupied orbital energy: -0.1543 hartree
* orbital gap: 8.67 eV
* energy above the lowest of the compared OMol25 structures with the same formula, charge and spin: 84.20 kcal per mole
* net charge: -2

3.
Entry from OMol25: C3H6OS2 in the gas phase at a distorted geometry (the ωB97M-V functional and the def2-TZVPD basis).

Cartesian coordinates (Å):
C: 0.8467 -0.9419 -1.4601
C: 0.0376 -1.2117 -0.4586
C: -0.3863 0.2947 0.5928
O: -1.7241 0.4582 0.3932
S: -0.1052 -0.1099 2.3098
S: 0.7346 1.6250 0.0515
H: 0.9994 -1.6513 -2.3163
H: 1.2609 0.1147 -1.5803
H: -0.3540 -2.0117 0.0383
H: -2.0735 1.3050 0.7764
H: 0.7977 -1.1519 2.0777
H: -0.0026 2.2424 0.8760

Summary:
* highest occupied orbital energy: -0.3218 hartree
* orbital gap: 9.28 eV
* energy above the lowest of the compared OMol25 structures with the same formula, charge and spin: 78.02 kcal per mole
* SMILES: C=CC(O)(S)S

4.
Entry from OMol25: C4H8ClN in the gas phase at a distorted geometry (the ωB97M-V functional and the def2-TZVPD basis).

Cartesian coordinates (Å):
N: -0.5662 1.3673 1.7114
C: -0.4895 1.5644 0.2504
C: -0.3277 0.0590 -0.0710
C: 0.7237 -0.4884 -0.7556
C: 0.6925 -2.1187 -0.6660
Cl: 0.7430 -2.7095 -2.4997
H: -1.6256 1.3825 1.9407
H: -0.0275 2.4074 2.0667
H: 0.5729 1.9654 0.1674
H: -1.2290 2.1442 -0.1733
H: -1.0740 -0.4929 0.3788
H: 1.4240 0.0264 -1.5988
H: 1.5292 -2.7070 -0.3588
H: -0.3456 -2.4003 -0.3923

Summary:
* highest occupied orbital energy: -0.3435 hartree
* orbital gap: 10.18 eV
* energy above the lowest of the compared OMol25 structures with the same formula, charge and spin: 63.24 kcal per mole
* SMILES: NC/C=C/CCl

5.
Entry from OMol25: a molecular structure, C10H12N4O9RuS at a distorted geometry (the ωB97M-V functional and the def2-TZVPD basis).

Cartesian coordinates (Å):
Ru: 0.2533 0.0254 0.0927
N: -0.5992 2.0544 0.2841
N: -0.6893 2.3073 1.6704
C: -1.0898 1.2418 2.5401
O: -1.4703 1.5326 3.6522
O: -0.9659 0.0822 2.0460
H: -0.0147 2.7648 -0.1713
H: -1.5202 2.0361 -0.1877
H: -0.9996 3.2335 1.9492
C: 0.1854 -0.0578 6.2555
C: 0.5964 -0.7390 4.9946
C: 0.0702 -1.9804 4.6482
C: 0.3982 -2.5775 3.4424
C: 1.2715 -1.9270 2.5951
C: 1.8404 -0.7072 2.9236
C: 1.4929 -0.1167 4.1266
S: 1.6178 -2.6609 1.0040
O: 1.3305 -4.0629 1.0290
O: 2.8647 -2.2080 0.4834
N: 0.4065 -1.9098 0.0867
C: -0.8094 -2.6024 -0.0292
C: -1.7962 -1.7019 -0.8772
O: -2.7454 -2.2049 -1.4113
O: -1.4587 -0.4779 -0.8516
H: -0.5030 -0.6745 6.8259
H: -0.3124 0.8737 5.9881
H: 1.0511 0.1785 6.8733
H: -0.6116 -2.4766 5.3212
H: 0.0046 -3.5427 3.1688
H: 2.5785 -0.2643 2.2715
H: 1.9055 0.8453 4.3952
H: -1.3074 -2.7176 0.9481
H: -0.6885 -3.5887 -0.4915
O: 3.6408 1.8760 -0.6398
N: 2.5526 1.4029 -0.5703
O: 1.6147 1.6892 -1.3213
O: 2.2690 0.5599 0.3520

Summary:
* highest occupied orbital energy (alpha / beta): -0.3632 / -0.3620 hartree
* multiplicity: 5
* orbital gap (alpha / beta): 7.88 / 5.95 eV
* ⟨S²⟩: 6.02

6.
Entry from OMol25: a molecular structure, C11H10ClF3Fe at a distorted geometry (the ωB97M-V functional and the def2-TZVPD basis).

Cartesian coordinates (Å):
C: -1.2129 1.4479 0.5031
C: -2.0325 0.5333 -0.2769
C: -1.4589 0.4403 -1.5878
H: -2.9640 0.1067 0.0780
C: -0.2370 1.2304 -1.5559
C: -0.1452 1.8798 -0.2915
H: 0.5045 2.7254 -0.1113
H: -1.4845 1.8320 1.4860
H: -1.8367 -0.0742 -2.4544
H: 0.3804 1.4797 -2.4149
Fe: -0.1867 -0.7012 -0.3007
Cl: -0.7463 -2.1692 1.1272
C: -0.9527 -4.2586 -1.5169
C: -0.7666 -3.7548 -2.8351
C: -2.0010 -3.1892 -3.2765
H: 0.1192 -3.8299 -3.4538
C: -2.9596 -3.3735 -2.2345
C: -2.3049 -4.0322 -1.1450
H: -2.7611 -4.3262 -0.2053
H: -0.1945 -4.7160 -0.8886
H: -2.1645 -2.7099 -4.2398
H: -4.0084 -3.0960 -2.2715
F: 2.6671 -1.7389 -0.9171
C: 1.5099 -1.2766 -1.5126
F: 1.8717 -0.2134 -2.3349
F: 1.1402 -2.3007 -2.3653

Summary:
* highest occupied orbital energy (alpha / beta): -0.1033 / -0.0909 hartree
* multiplicity: 6
* orbital gap (alpha / beta): 5.88 / 3.81 eV
* energy above the lowest of the compared OMol25 structures with the same formula, charge and spin: 32.92 kcal per mole
* net charge: -1
* ⟨S²⟩: 8.77

7.
Entry from OMol25: a molecular structure, C3H6F2N2 at a distorted geometry (the ωB97M-V functional and the def2-TZVPD basis).

Cartesian coordinates (Å):
C: -0.5958 1.0009 0.3321
C: -0.9992 -0.4151 0.4579
C: 1.1164 -0.4216 -0.5171
N: 0.4369 0.7916 -0.7084
N: 0.0348 -1.2103 0.0289
F: -2.1284 -0.5740 -0.3757
F: 2.2553 -0.3645 0.3384
H: -1.3111 1.6546 -0.1710
H: -0.2285 1.4245 1.2247
H: -1.3762 -0.6063 1.5161
H: 1.4378 -0.9199 -1.7240
H: 0.9377 1.6604 -0.9300
H: 0.4204 -2.0203 0.5281

Summary:
* highest occupied orbital energy: -0.3586 hartree
* orbital gap: 10.70 eV
* energy above the lowest of the compared OMol25 structures with the same formula, charge and spin: 18.56 kcal per mole

8.
Entry from OMol25: C3H4ClN3O in the gas phase at a distorted geometry (the ωB97M-V functional and the def2-TZVPD basis).

Cartesian coordinates (Å):
C: 1.4497 -1.4802 -0.0515
C: -2.5892 0.5180 0.0600
C: 1.3787 0.9500 0.0090
N: -1.3548 0.5630 -0.2577
N: -0.5467 -0.4612 0.0055
N: 0.7617 -0.2305 -0.0333
O: 2.6237 -1.6262 0.0590
Cl: 3.0593 1.1546 0.0544
H: 0.7086 -2.2829 -0.1710
H: -3.2158 1.3075 -0.3153
H: -3.0372 -0.2466 0.6861
H: 0.7620 1.8344 -0.0450

Summary:
* highest occupied orbital energy (alpha / beta): -0.2861 / -0.2965 hartree
* orbital gap (alpha / beta): 6.92 / 7.48 eV
* energy above the lowest of the compared OMol25 structures with the same formula, charge and spin: 105.41 kcal per mole

Repeat the seventh record exactly.
Entry from OMol25: a molecular structure, C3H6F2N2 at a distorted geometry (the ωB97M-V functional and the def2-TZVPD basis).

Cartesian coordinates (Å):
C: -0.5958 1.0009 0.3321
C: -0.9992 -0.4151 0.4579
C: 1.1164 -0.4216 -0.5171
N: 0.4369 0.7916 -0.7084
N: 0.0348 -1.2103 0.0289
F: -2.1284 -0.5740 -0.3757
F: 2.2553 -0.3645 0.3384
H: -1.3111 1.6546 -0.1710
H: -0.2285 1.4245 1.2247
H: -1.3762 -0.6063 1.5161
H: 1.4378 -0.9199 -1.7240
H: 0.9377 1.6604 -0.9300
H: 0.4204 -2.0203 0.5281

Summary:
* highest occupied orbital energy: -0.3586 hartree
* orbital gap: 10.70 eV
* energy above the lowest of the compared OMol25 structures with the same formula, charge and spin: 18.56 kcal per mole